The following is a quantum chemistry calculation of a cluster of 2 separate species, CHNO2S in total in a non-equilibrium geometry, from the Open Molecules 2025 dataset.

CARTESIAN COORDINATES (ANGSTROEM)
N  0.418  -0.588  -0.297
C  1.427  -1.110  0.034
O  2.413  -1.735  0.120
H  -0.557  -0.332  -0.116
O  -2.333  0.021  0.269
S  -3.778  -0.325  -0.068

Computed properties:
- Frontier orbital gap (alpha / beta): 7.826 / 7.781 eV
- Strongest force on any atom: 2.4 eV Å⁻¹
- Net charge: 0
- E_HOMO (alpha / beta): -10.4 / -10.3 eV

Partial charges, Löwdin, in e: 0.208, -0.434, 0.122, 0.027, -0.707, 0.784